A cluster of 2 separate species, C5H14 in total, computed with ωB97M-V with the def2-TZVPD basis set.

```
19
Properties=species:S:1:pos:R:3:forces:R:3
C -1.7663 0.4129 0.4954 -2.522 0.222 -3.846
C -2.4665 -0.5036 1.4576 -0.849 1.551 2.469
C -0.4455 0.8965 0.8578 2.905 2.987 1.007
H -1.7573 -0.1737 -0.5141 0.429 1.006 1.466
H -2.4747 1.3097 0.2061 1.206 -1.686 0.708
H -3.2123 0.1705 2.0911 1.732 -1.716 -0.628
H -0.1530 0.4969 1.8448 0.134 0.204 -0.378
H 0.3848 0.7088 0.1375 -1.092 -0.195 1.111
H -0.3933 2.0643 0.9564 -0.246 -2.004 0.048
H -3.0943 -1.0694 0.8329 -0.978 -1.311 -0.244
H -1.7832 -1.1675 2.0974 -1.072 1.085 -0.907
C 1.4414 -0.2221 -1.6826 0.809 -1.423 -1.514
C 2.7180 -0.5694 -0.9697 1.171 1.726 2.259
H 0.9610 0.6283 -1.2556 -0.443 0.182 -0.152
H 1.7683 0.0825 -2.7388 -1.124 -0.803 1.190
H 0.8425 -1.1992 -1.5774 0.223 1.889 -0.909
H 2.6452 -1.3202 -0.2002 -0.244 -0.517 0.058
H 3.2749 0.2458 -0.4340 -1.129 0.073 -0.172
H 3.5104 -0.7910 -1.6046 1.090 -1.271 -1.566
```
Positions in Å, forces in eV/Å.

Multiplicity: 1
Total charge: 0
SMILES string: CCC.CC
ΔE to the lowest compared entry with this formula, charge and spin: 174.5 kJ/mol
Frontier orbital gap: 11.505 eV

Löwdin atomic charge list, values in e, 4 entries: -0.3954, -0.1492, -0.1610, 0.1206